(a)
C22H28NO | wB97M-V/def2-TZVPD

Properties
- SMILES = CC[N@@H+](CC#CCC(O)(c1ccccc1)c1ccccc1)C(C)C
- frontier orbital gap (hartree) = 0.3550
- charge = +1
- E_LUMO (hartree) = -0.0752

```
52
Properties=species:S:1:pos:R:3:nbo_charge:R:1
O 2.194 -0.869 -2.052 -0.71
N -2.599 -0.111 -0.033 -0.42
C -2.748 -1.284 2.243 -0.64
C 5.871 -0.997 0.615 -0.19
C -2.307 -1.469 -0.585 -0.29
C -0.908 -1.765 -0.357 -0.11
C 2.281 -0.635 -0.656 0.21
C 0.441 1.038 -1.116 -0.22
C 0.268 -1.901 -0.162 0.12
C 1.696 -1.907 0.018 -0.50
C -0.413 2.057 -0.716 -0.27
C 4.548 -1.303 0.338 -0.23
C 0.644 2.091 1.436 -0.22
C 5.578 1.181 -0.332 -0.20
C 6.389 0.242 0.285 -0.20
C -0.311 2.586 0.563 -0.22
C -2.385 -0.037 1.451 -0.23
C -3.897 0.658 -2.010 -0.63
C -3.903 0.484 -0.495 -0.03
C 4.258 0.879 -0.608 -0.24
C 1.491 1.070 1.038 -0.15
C 3.726 -0.363 -0.267 0.02
C -5.114 -0.315 -0.041 -0.63
C 1.396 0.536 -0.241 -0.04
H 6.498 -1.737 1.088 0.22
H 0.737 2.510 2.426 0.23
H -5.095 -1.331 -0.428 0.22
H -0.959 3.394 0.869 0.23
H 2.123 -2.786 -0.467 0.27
H 0.382 0.628 -2.114 0.24
H -4.682 1.356 -2.288 0.25
H 3.629 1.618 -1.087 0.21
H -2.956 0.816 1.819 0.22
H -2.956 -2.207 -0.113 0.25
H -2.953 1.066 -2.366 0.22
H 1.932 -1.914 1.083 0.25
H -4.099 -0.275 -2.528 0.22
H -2.497 -1.459 -1.660 0.25
H 5.973 2.149 -0.599 0.22
H -2.070 -2.104 2.024 0.23
H -3.939 1.478 -0.035 0.22
H -3.771 -1.607 2.081 0.22
H 2.243 0.700 1.718 0.22
H -6.008 0.165 -0.429 0.25
H 7.419 0.475 0.502 0.23
H -5.202 -0.340 1.040 0.22
H -1.116 2.483 -1.420 0.22
H -1.861 0.507 -0.429 0.51
H -1.325 0.171 1.610 0.25
H 2.820 -0.295 -2.508 0.49
H 4.176 -2.281 0.597 0.21
H -2.641 -1.045 3.298 0.25
```


(b)
C22H28NO | wB97M-V/def2-TZVPD

Properties
- frontier orbital gap (hartree) = 0.1823
- charge = +1
- E_LUMO (hartree) = -0.1973

```
52
Properties=species:S:1:pos:R:3:nbo_charge:R:1
O -4.513 0.740 1.936 -0.52
N -2.228 -0.750 1.291 -0.42
C 4.096 2.329 2.994 -0.65
C 0.777 0.577 -2.289 -0.11
C 0.342 0.571 -0.938 0.09
C 0.445 -3.099 0.044 -0.63
C -1.201 -2.025 -1.483 -0.65
C 2.478 0.214 0.303 -0.16
C -1.091 -1.466 1.040 0.06
C 0.317 -0.073 -4.599 -0.24
C 1.747 2.237 2.094 -0.22
C -3.414 -0.837 0.448 -0.26
C -4.157 0.485 0.576 -0.07
C -0.636 -2.070 -0.111 -0.09
C 1.692 -0.009 -4.887 -0.09
C -0.145 0.322 -3.354 -0.10
C 2.589 0.490 -3.930 -0.24
C -3.405 0.748 2.843 -0.08
C -2.531 -0.490 2.709 -0.24
C 1.207 0.842 0.169 -0.09
C 3.060 1.737 2.089 0.07
C 3.386 0.661 1.250 -0.23
C 0.818 1.776 1.172 -0.16
C 2.144 0.781 -2.649 -0.12
H -1.805 -1.144 -1.714 0.19
H 2.746 -0.589 -0.386 0.23
H -3.876 0.785 3.838 0.21
H 3.644 0.638 -4.171 0.24
H 2.843 1.145 -1.895 0.24
H -4.070 -1.657 0.806 0.20
H -1.810 -2.920 -1.708 0.23
H 1.188 -3.054 -0.762 0.20
H -0.391 -2.053 -2.225 0.22
H 5.101 2.118 2.616 0.23
H -0.390 -0.440 -5.348 0.24
H -3.525 1.307 0.178 0.16
H -5.110 0.439 0.021 0.21
H -2.786 1.653 2.695 0.16
H -0.203 2.171 1.139 0.23
H 0.971 -2.971 0.995 0.22
H -1.599 -0.352 3.262 0.22
H -0.461 -1.548 1.931 0.20
H -1.218 0.409 -3.160 0.23
H -3.154 -1.026 -0.591 0.22
H -0.736 0.629 -0.762 0.23
H -3.084 -1.349 3.130 0.20
H 4.377 0.207 1.334 0.23
H 1.468 3.008 2.823 0.23
H 4.005 3.419 3.068 0.24
H 2.056 -0.314 -5.867 0.24
H 4.014 1.919 4.008 0.24
H 0.031 -4.120 0.027 0.23
```


The structure with the least stability is (b).


(a)
BrH2NOS2 | wB97M-V/def2-TZVPD

Properties
- frontier orbital gap (hartree) = 0.3383
- E_LUMO (hartree) = -0.0177

```
7
Properties=species:S:1:pos:R:3:nbo_charge:R:1
Br -2.335 0.643 -0.355 0.22
S 1.486 0.191 -1.294 -0.21
S 0.253 -0.462 0.356 1.70
O 0.144 -1.863 0.244 -0.90
N -0.897 0.459 0.717 -1.01
H 0.469 1.106 -1.120 0.16
H 0.880 -0.074 1.452 0.05
```


(b)
BrH2NOS2 | wB97M-V/def2-TZVPD

Properties
- frontier orbital gap (hartree) = 0.3505
- E_LUMO (hartree) = -0.0092

```
7
Properties=species:S:1:pos:R:3:nbo_charge:R:1
Br -2.174 -0.318 -0.035 0.19
S 2.250 -0.239 0.352 -0.41
S 0.546 0.402 -0.364 1.52
O 0.228 1.791 -0.455 -0.89
N -0.528 -0.219 0.806 -0.90
H 0.033 -0.319 -1.549 0.07
H -0.355 -1.098 1.244 0.42
```


The structure with the least stability is (a).


(a)
C2H3N3O3 | wB97M-V/def2-TZVPD

Properties
- SMILES = ONC1=NOC=NO1
- frontier orbital gap (hartree) = 0.3459
- E_LUMO (hartree) = 0.0056

```
11
Properties=species:S:1:pos:R:3:nbo_charge:R:1
O -1.613 0.871 -0.755 -0.32
O 2.243 -0.216 1.673 -0.49
O 0.256 -1.041 -0.296 -0.38
N 0.889 0.151 1.396 -0.34
N -0.594 1.127 0.109 -0.30
N -0.272 -0.727 -1.732 -0.23
C 0.111 0.074 0.365 0.60
C -1.270 0.047 -1.675 0.36
H -2.177 0.078 -2.459 0.21
H 0.592 0.907 1.941 0.39
H 1.834 -1.272 1.432 0.50
```


(b)
C2H3N3O3 | wB97M-V/def2-TZVPD

Properties
- frontier orbital gap (hartree) = 0.3173
- E_LUMO (hartree) = -0.0253

```
11
Properties=species:S:1:pos:R:3:nbo_charge:R:1
O -0.572 0.011 -2.156 -0.53
O -0.926 0.838 0.335 -0.34
O 1.414 -0.935 -1.203 -0.61
N 0.827 -0.464 1.059 -0.50
N -0.957 0.326 2.520 -0.67
N -0.056 0.537 -0.819 0.07
C -0.447 0.096 1.338 0.60
C 0.687 -0.435 -0.272 0.63
H -1.573 1.104 2.262 0.34
H 1.865 -1.706 -0.838 0.51
H 0.254 0.528 -2.941 0.50
```


The structure with the least stability is (a).


(a)
C2H3N3O3 | wB97M-V/def2-TZVPD

Properties
- SMILES = [H]/N=c1\o[nH]c(=O)n1O
- frontier orbital gap (hartree) = 0.3923
- E_LUMO (hartree) = 0.0173

```
11
Properties=species:S:1:pos:R:3:nbo_charge:R:1
O 0.016 0.991 -1.144 -0.35
O -0.648 -2.369 -0.931 -0.56
O -0.361 -0.837 1.796 -0.49
N -0.094 -0.461 0.462 -0.20
N -0.702 -0.169 -1.508 -0.30
N 0.750 1.810 1.075 -0.72
C -0.446 -1.197 -0.616 0.72
C 0.200 0.951 0.210 0.67
H 0.542 -1.061 2.200 0.49
H 0.932 2.735 0.763 0.38
H -0.188 -0.391 -2.309 0.37
```


(b)
C2H3N3O3 | wB97M-V/def2-TZVPD

Properties
- SMILES = O=c1nc(O)[nH]n1O
- frontier orbital gap (hartree) = 0.3702
- E_LUMO (hartree) = 0.0132

```
11
Properties=species:S:1:pos:R:3:nbo_charge:R:1
O 1.735 1.426 -0.033 -0.59
O 1.830 -1.277 -0.146 -0.53
O -2.596 -0.114 -0.065 -0.64
N 0.740 -0.623 0.359 -0.04
N -0.514 -1.092 -0.066 -0.44
N -0.624 1.187 -0.008 -0.58
C 0.707 0.797 0.116 0.71
C -1.267 0.046 -0.085 0.70
H 2.309 -0.586 -0.713 0.48
H -0.916 -1.836 0.522 0.41
H -3.004 0.779 -0.035 0.52
```


The structure with the least stability is (a).